60
Properties=species:S:1:pos:R:3 method="wB97M-V/def2-TZVPD" multiplicity=1 smiles="CNC(C)=O.CNC(C)=O.CNC(C)=O.CNC(C)=O.CNC(C)=O" gap_ev=8.971 e_above_lowest_kj_mol=684.67 homo_ev=-8.96 e_lumo_ev=0.007
C 3.346 -2.128 2.473
N 3.104 -1.448 1.149
C 3.500 -0.238 0.887
C 3.383 0.314 -0.450
O 3.799 0.484 1.918
H 4.361 -2.244 2.838
H 3.008 -3.052 2.468
H 2.855 -1.494 3.256
H 2.792 -2.089 0.424
H 2.713 -0.210 -1.057
H 4.233 0.794 -0.864
H 2.788 1.243 -0.696
C -3.007 1.036 -1.894
N -1.973 -0.028 -1.725
C -1.133 -0.460 -2.691
C -0.060 -1.568 -2.376
O -1.258 0.019 -3.843
H -2.521 1.901 -2.482
H -3.208 1.447 -0.969
H -3.652 0.751 -2.575
H -1.807 -0.332 -0.680
H 0.519 -1.361 -1.502
H 0.791 -1.488 -3.117
H -0.255 -2.583 -2.263
C -0.143 0.682 1.460
N 0.023 -0.699 1.571
C -0.802 -1.560 1.304
C -0.317 -3.062 1.185
O -1.976 -1.244 0.930
H -1.051 0.817 1.128
H 0.487 0.985 0.597
H -0.123 1.146 2.278
H 1.042 -0.934 1.763
H -0.652 -3.372 0.071
H -0.925 -3.536 1.929
H 0.681 -3.333 1.430
C 0.910 1.945 -2.866
N 2.116 2.600 -2.636
C 3.085 2.681 -3.594
C 4.337 3.498 -3.293
O 2.848 2.160 -4.725
H 0.350 2.155 -1.963
H 1.065 0.872 -3.212
H 0.159 2.163 -3.603
H 2.269 3.225 -1.735
H 4.901 3.722 -4.154
H 4.749 2.721 -2.675
H 4.203 4.341 -2.686
C -3.515 -1.741 4.337
N -3.615 -0.758 3.160
C -4.597 0.073 2.834
C -4.614 0.748 1.501
O -5.552 0.396 3.550
H -2.777 -1.685 4.987
H -3.654 -2.688 3.690
H -4.349 -1.316 4.940
H -2.837 -1.014 2.552
H -5.697 0.937 1.183
H -4.057 0.082 0.807
H -4.276 1.712 1.700


37
Properties=species:S:1:pos:R:3 method="wB97M-V/def2-TZVPD" charge=-2 multiplicity=1 gap_ev=3.169 homo_ev=1.54 e_lumo_ev=4.708
Pd 0.417 -0.691 0.588
C -1.897 -2.207 2.335
C -1.432 -1.230 3.426
S 0.188 -0.447 3.129
C -0.022 1.341 3.403
C -0.954 2.004 2.423
S -0.795 1.340 0.673
C -2.326 0.932 -0.179
C -2.963 -0.101 0.682
S -1.839 -1.605 0.636
H -1.274 -3.084 2.302
H -2.958 -2.602 2.515
H -2.265 -0.519 3.610
H -1.326 -1.769 4.393
H -0.323 1.373 4.435
H 0.999 1.733 3.360
H -1.995 2.007 2.699
H -0.660 3.070 2.310
H -2.884 1.882 -0.377
H -2.095 0.473 -1.164
H -2.929 0.234 1.727
H -4.013 -0.350 0.377
O 2.459 0.803 -1.034
S 3.206 -0.276 -0.353
O 4.284 -0.821 -1.169
O 3.658 0.191 0.939
S 2.091 -1.985 -0.202
N 2.641 0.771 -3.640
C 1.906 -0.113 -4.317
N 2.398 -0.510 -5.472
N 0.756 -0.590 -3.847
C -0.159 0.012 -3.152
N -1.162 0.295 -2.544
H 3.518 0.988 -4.005
H 2.722 0.598 -2.585
H 3.264 -0.094 -5.832
H 1.760 -1.051 -6.090


12
Properties=species:S:1:pos:R:3 method="wB97M-V/def2-TZVPD" charge=+1 multiplicity=2 gap_ev="4.904 / 1.194" e_above_lowest_kj_mol=186.38 homo_ev="-10.93 / -10.93" e_lumo_ev="-6.023 / -9.733" s2=0.755
S -0.018 3.681 -0.709
S -1.298 2.336 -1.572
H 0.939 2.996 0.053
H -1.023 2.666 -2.846
C 1.261 -1.665 0.210
C 0.088 -1.929 0.834
N -0.829 -0.893 1.111
H 1.701 -0.655 0.407
H 1.868 -2.475 -0.186
H -0.372 -2.909 0.852
H -0.518 -0.010 0.756
H -1.800 -1.144 1.090